Entry 1:
# C36H47AlBrN6O4

C36H47AlBrN6O4 as an isolated structure (ωB97M-V/def2-TZVPD, OMol25).

```
95
Properties=species:S:1:pos:R:3:forces:R:3
C -0.158813 0.540238 3.375086 0.1 -0.3 0.0
C -0.998421 0.917223 4.583668 0.1 -0.2 0.0
O -0.805330 2.218100 5.074078 0.2 -0.1 0.0
C -1.003074 3.250471 4.107258 -0.4 0.4 0.1
C -2.368078 3.258615 3.429513 0.3 0.3 -0.4
Al -2.963612 5.089796 2.825644 -0.1 0.0 -0.2
Br -2.670425 6.665725 4.640869 0.0 -0.1 -0.1
C -1.858205 5.804269 1.279116 0.0 0.1 0.2
C -0.604018 5.018625 1.103571 -0.2 0.1 0.1
O 0.105727 5.355152 -0.158774 0.8 -0.4 0.1
C 1.231148 4.671276 -0.352120 0.2 0.5 -0.5
O 2.077039 4.976144 -1.171282 -0.7 -0.2 0.3
C -4.932386 5.121107 2.397189 -0.2 -0.2 0.2
C -5.277859 4.096352 1.363839 0.3 -0.1 0.4
O -4.498373 3.766308 0.482452 -0.1 -0.1 -0.1
N -6.513822 3.445658 1.492018 -0.2 0.5 -0.8
C -7.626523 4.304127 1.913710 0.3 -0.1 0.6
C -6.812724 2.541472 0.379333 -0.3 -0.2 0.3
H -0.284272 1.216604 2.535646 -0.1 0.1 -0.1
H -0.464182 -0.454642 3.048974 0.0 -0.1 -0.1
H 0.899979 0.475685 3.618546 0.1 0.2 0.1
H -2.051940 0.719183 4.369964 -0.1 0.2 -0.1
H -0.719770 0.254096 5.403013 0.0 0.0 0.1
H -0.201578 3.218525 3.364958 0.1 -0.1 -0.1
H -0.858151 4.175786 4.663671 0.1 0.0 0.2
H -3.117416 2.785389 4.062684 -0.1 0.1 0.2
H -2.326930 2.674328 2.502695 -0.1 -0.2 0.0
H -1.625734 6.843504 1.515573 0.1 0.1 -0.1
H -2.451971 5.786477 0.366389 -0.2 -0.1 0.0
H 0.083744 5.237748 1.919484 0.2 -0.1 0.0
H -0.804431 3.948008 1.088431 0.1 -0.2 -0.2
H 1.367292 3.775129 0.275449 -0.2 0.1 0.2
H -5.260494 6.108772 2.067831 0.1 0.1 -0.1
H -5.504797 4.911860 3.303314 0.0 0.1 0.1
H -7.559368 5.307413 1.495648 -0.1 0.1 -0.2
H -7.625033 4.420588 2.995447 0.0 0.0 0.1
H -8.570780 3.849265 1.641353 -0.1 -0.1 -0.1
H -6.390542 2.887061 -0.558732 0.2 0.0 -0.1
H -6.443104 1.544022 0.603513 0.2 -0.1 -0.1
H -7.889412 2.453157 0.254987 -0.1 0.0 0.1
N 4.264792 0.947065 -0.957728 0.0 0.0 0.0
C 4.108397 -0.244159 -1.531509 0.0 0.0 0.1
C 3.144731 -0.520136 -2.489298 0.0 0.1 -0.1
C 2.293585 0.502192 -2.874398 0.0 0.0 0.0
C 2.437620 1.746548 -2.283463 -0.1 0.0 0.0
C 3.434640 1.918672 -1.335801 0.1 0.0 0.1
H 4.790362 -1.019435 -1.197261 0.0 0.0 0.0
H 3.060777 -1.510664 -2.910138 0.0 0.0 0.0
H 1.523298 0.331566 -3.616828 0.0 0.0 0.0
H 1.790378 2.570715 -2.548848 0.0 0.0 0.1
H 3.570490 2.883299 -0.860774 0.0 0.0 0.0
N 1.422831 -3.096909 -1.265409 0.0 -0.1 0.0
C 1.760533 -3.819998 -0.201088 0.1 0.1 0.0
C 1.206081 -5.056540 0.097719 0.0 0.0 0.0
C 0.251665 -5.570199 -0.762841 -0.2 0.0 0.1
C -0.115358 -4.827491 -1.875274 -0.1 0.0 0.1
C 0.497178 -3.600956 -2.078023 0.0 0.1 -0.1
H 2.511673 -3.379549 0.445598 0.0 0.0 0.0
H 1.522944 -5.602792 0.976303 0.0 0.0 0.0
H -0.201392 -6.534754 -0.570926 0.0 0.0 0.0
H -0.860191 -5.191886 -2.570191 0.0 0.0 0.0
H 0.238720 -2.986955 -2.935019 0.0 0.0 0.0
N -0.110507 3.755209 -6.838127 0.0 0.0 0.0
C -0.870069 4.666422 -6.232659 0.0 0.0 0.0
C -0.539465 5.270792 -5.028850 0.0 0.0 0.0
C 0.649463 4.912050 -4.414569 0.0 0.1 0.1
C 1.450616 3.964461 -5.031669 0.0 0.0 0.0
C 1.027549 3.418760 -6.233802 0.0 0.0 0.0
H -1.793914 4.919567 -6.741942 0.0 0.0 0.0
H -1.199494 6.001786 -4.582683 0.0 0.0 0.0
H 0.945748 5.353633 -3.470110 0.0 0.0 0.0
H 2.383974 3.652820 -4.583001 0.0 0.0 0.0
H 1.627595 2.672035 -6.743401 0.0 0.0 0.0
N 2.176337 -7.362195 3.386418 0.0 0.0 0.0
C 1.434393 -6.397639 3.925446 -0.1 0.0 -0.1
C 1.785721 -5.703466 5.073002 0.0 0.0 0.0
C 2.974673 -6.034733 5.701039 0.0 0.0 0.0
C 3.758601 -7.038426 5.155405 0.0 0.0 0.0
C 3.316849 -7.666804 4.000948 0.0 0.0 -0.1
H 0.511710 -6.169213 3.402435 0.0 0.0 0.0
H 1.145131 -4.922965 5.459296 0.0 0.0 0.0
H 3.286881 -5.516617 6.598463 0.0 0.0 0.0
H 4.695348 -7.327625 5.611447 0.0 0.0 0.0
H 3.903949 -8.453122 3.539440 0.0 0.0 0.0
N 3.869057 -7.091249 -2.625025 0.0 0.0 -0.1
C 2.722464 -6.540305 -3.022677 0.2 0.0 0.0
C 2.337603 -6.448644 -4.352406 0.0 0.0 0.0
C 3.187809 -6.952071 -5.322749 0.0 0.0 0.0
C 4.384279 -7.525860 -4.925086 0.0 0.0 0.0
C 4.674290 -7.570791 -3.569654 0.0 0.0 0.1
H 2.087840 -6.152849 -2.240133 0.0 0.0 0.0
H 1.394241 -5.990036 -4.616575 0.0 0.0 0.0
H 2.924057 -6.896599 -6.371288 0.0 0.0 0.0
H 5.079875 -7.929667 -5.647988 0.0 0.0 0.0
H 5.600314 -8.012862 -3.217736 0.0 0.0 0.0
```
Positions in Å, forces in eV/Å.

E_tot   -4846.05145 Ha
Gap between HOMO and LUMO   0.2806 Eh
Highest occupied orbital energy   -5.73 eV
Energy above the lowest of the compared OMol25 structures with the same formula, charge and spin   0.0 kJ/mol
Net charge   -1
LUMO level   1.9 eV

---

Entry 2:
# C51H68N3O

A 2-piece molecular cluster, C51H68N3O overall in a non-equilibrium geometry (ωB97M-V/def2-TZVPD, OMol25).

```
123
Properties=species:S:1:pos:R:3:forces:R:3
C 4.282075 1.134985 0.997587 0.3 0.8 -0.4
C 3.682840 -0.012896 1.796439 -0.2 -0.2 0.4
N 2.214474 0.108889 1.844974 -1.2 -1.7 -1.4
C 1.449953 -0.782730 1.212784 2.0 0.7 0.6
C 0.031164 -0.728544 1.222851 -1.6 -0.6 2.0
C -0.750629 -0.962143 2.351211 2.0 1.0 -1.2
C -1.801568 0.004519 2.592469 -2.3 0.9 -0.4
C -2.067350 0.533531 3.882161 0.7 -0.5 -0.8
C -2.516077 1.847307 4.005425 -0.4 0.3 -0.2
C -2.907243 2.573560 2.872410 0.2 -0.1 0.4
C -2.899591 1.954195 1.616948 -0.2 0.0 -0.2
C -2.390813 0.672849 1.481728 0.5 0.1 0.4
C 1.728011 1.341064 2.489004 -0.4 0.2 0.3
C 2.772625 2.437212 2.257522 0.6 0.4 -0.6
O 3.415049 2.277996 0.975384 -0.2 -0.8 0.9
H 5.237890 1.423677 1.478430 -0.3 -0.2 -0.4
H 4.456145 0.825775 -0.044905 -0.1 0.3 0.4
H 3.932546 -0.987222 1.372039 0.1 0.2 0.2
H 4.062329 0.049422 2.826137 -0.3 -0.3 -0.2
H 1.969038 -1.542182 0.613855 0.2 0.4 0.2
H -0.400809 -0.300319 0.324807 0.0 0.3 0.1
H -0.368947 -1.592327 3.163067 0.1 0.6 -0.2
H -1.834325 -0.073128 4.753143 0.2 0.2 -0.1
H -2.545424 2.323646 4.991204 -0.2 -0.3 -0.4
H -3.227562 3.615453 2.969691 0.1 -0.4 0.0
H -3.269585 2.495555 0.733874 0.1 -0.3 0.5
H -2.365161 0.199803 0.496136 0.0 0.2 0.3
H 0.762212 1.651577 2.069746 0.2 -0.5 0.0
H 1.587597 1.187910 3.574234 0.0 -0.2 -0.4
H 2.278998 3.413801 2.177393 0.2 -0.3 0.4
H 3.513421 2.431602 3.085276 -0.2 0.2 -0.5
C -3.376724 -2.938443 6.702971 -0.3 -0.2 -0.4
C -2.021333 -3.029839 7.391064 -0.2 0.3 -0.2
C -2.098652 -2.125117 8.627496 0.2 0.2 0.1
C -1.715342 -4.412609 7.949556 0.2 -0.4 -0.2
C -0.924003 -2.584740 6.385064 -0.4 -0.2 0.2
C -0.493518 -1.264011 6.492311 0.4 0.1 0.0
C 0.687371 -0.851051 5.888723 0.0 -0.3 0.2
C 1.457390 -1.786830 5.211032 -0.1 0.4 0.0
C 0.928656 -3.030191 4.838663 0.1 -0.2 0.1
C 1.802156 -3.894079 3.881698 -0.1 0.1 0.2
C 0.949675 -4.489891 2.764945 -0.2 -0.5 -0.2
C 2.612271 -4.934230 4.672272 0.1 -0.2 0.3
C 2.846894 -3.042926 3.158095 0.4 0.3 -0.2
C -0.333264 -3.414704 5.384331 0.1 -0.2 -0.3
N -1.012844 -4.609950 4.904146 0.5 -0.2 0.7
C -0.559004 -5.980435 5.155023 0.7 0.2 0.7
C -1.438292 -6.832769 4.276515 -0.5 -0.6 -0.6
N -2.501687 -5.929012 3.825685 -0.2 -0.2 0.3
C -3.719749 -6.468816 3.244052 -0.4 -0.6 -0.4
C -4.638420 -7.214696 4.053676 0.3 0.1 0.2
C -4.645486 -7.411786 5.602556 0.0 -0.2 -0.2
C -6.088652 -7.420804 6.139917 -0.3 -0.1 0.1
C -3.950092 -6.305955 6.369610 0.4 0.2 0.2
C -4.038778 -8.777911 5.943696 0.1 -0.1 0.1
C -5.698284 -7.873467 3.425279 -0.5 0.0 0.1
C -6.134630 -7.482435 2.175497 0.3 0.1 -0.2
C -5.289405 -6.700679 1.403602 -0.1 -0.1 0.2
C -3.990615 -6.394403 1.841280 0.2 0.0 -0.1
C -2.960153 -6.264074 0.678014 -0.3 0.4 0.1
C -3.626283 -5.621865 -0.546009 0.0 0.0 -0.3
C -2.541134 -7.695639 0.306304 -0.2 -0.3 0.2
C -1.711387 -5.459486 0.983892 0.4 0.3 -0.1
C -2.128339 -4.617992 4.079023 -0.5 1.8 -1.5
C -2.593839 -3.444694 3.489138 0.6 -1.4 1.2
C -3.893366 -3.294267 2.878700 -1.1 0.4 -0.5
C -5.074243 -3.820620 3.467464 0.6 0.2 -0.5
C -6.272024 -3.810399 2.763123 0.1 0.2 -0.2
C -6.355152 -3.167481 1.522460 0.1 -0.1 0.1
C -5.238538 -2.502184 1.003027 -0.1 0.0 0.1
C -4.021303 -2.563020 1.671566 -0.1 -0.3 0.5
H -3.364278 -3.477203 5.752967 -0.1 0.1 0.3
H -4.179263 -3.339520 7.336531 0.2 0.2 -0.1
H -3.598303 -1.893289 6.445149 0.0 -0.2 0.2
H -1.124297 -2.047843 9.122092 -0.1 0.1 0.0
H -2.472293 -1.124696 8.393702 0.1 -0.1 0.1
H -2.803804 -2.562956 9.345829 0.1 0.1 -0.2
H -0.721866 -4.407229 8.416000 -0.2 0.0 0.0
H -2.457055 -4.705775 8.704273 0.2 0.1 -0.2
H -1.708729 -5.164368 7.168310 -0.1 0.1 0.3
H -1.057133 -0.551666 7.099037 0.3 -0.3 -0.1
H 1.038408 0.171153 6.016160 0.0 -0.2 0.1
H 2.482102 -1.507390 4.954467 -0.5 -0.1 -0.1
H 0.287278 -3.723061 2.338702 0.0 -0.2 0.0
H 1.580994 -4.886980 1.954367 -0.1 0.1 0.3
H 0.331144 -5.315042 3.116431 0.1 0.3 -0.3
H 3.330873 -4.421071 5.326377 -0.1 -0.1 -0.2
H 2.002702 -5.559581 5.331565 0.3 0.2 -0.2
H 3.166045 -5.586071 3.980909 -0.1 0.1 0.2
H 3.641243 -2.672413 3.818336 -0.2 0.0 -0.1
H 3.338543 -3.629709 2.367924 -0.2 0.0 0.3
H 2.364388 -2.187288 2.676415 0.1 -0.3 0.2
H 0.492937 -6.112826 4.893019 -0.4 -0.1 0.0
H -0.648818 -6.249070 6.220014 0.0 0.1 -0.3
H -0.883345 -7.219541 3.399053 -0.2 0.1 0.3
H -1.845651 -7.699730 4.813895 0.1 0.4 -0.2
H -6.664404 -8.284161 5.793938 0.1 0.2 0.1
H -6.073025 -7.471696 7.236502 0.1 0.0 -0.2
H -6.625367 -6.509183 5.853349 0.1 -0.1 0.0
H -2.929804 -6.161356 6.024607 -0.2 0.0 0.2
H -4.482320 -5.351358 6.276119 0.1 -0.2 0.0
H -3.906630 -6.552806 7.441465 -0.1 0.0 -0.3
H -2.982974 -8.849385 5.663046 -0.2 -0.1 0.1
H -4.119398 -8.958690 7.024822 0.0 0.0 -0.2
H -4.578189 -9.571354 5.413691 0.1 0.1 0.1
H -6.258747 -8.649761 3.954388 0.1 0.6 -0.1
H -7.095051 -7.810487 1.781380 0.2 0.0 0.1
H -5.650482 -6.388168 0.425966 0.3 -0.2 0.2
H -4.099497 -4.671545 -0.276479 0.0 -0.2 -0.1
H -2.876121 -5.423112 -1.323385 -0.1 -0.1 0.2
H -4.370607 -6.292333 -0.988113 0.1 0.2 0.0
H -2.096596 -8.208203 1.169549 0.0 0.1 -0.2
H -3.416172 -8.277178 -0.011435 0.2 0.1 0.1
H -1.812480 -7.691722 -0.513179 -0.1 0.1 0.1
H -1.076491 -5.971888 1.710507 -0.1 0.2 -0.1
H -1.111603 -5.350951 0.063042 -0.2 -0.1 0.2
H -1.958782 -4.453237 1.344099 0.1 -0.3 0.0
H -1.962242 -2.572695 3.591480 -0.2 -0.1 0.3
H -5.017570 -4.248394 4.469306 0.0 0.0 -0.4
H -7.137821 -4.327013 3.178027 0.1 0.2 -0.1
H -7.291703 -3.195984 0.966284 0.2 0.1 0.1
H -5.309291 -1.945647 0.066958 -0.1 -0.2 0.2
H -3.134991 -2.049260 1.287061 -0.3 -0.3 -0.1
```
Positions in Å, forces in eV/Å.

E_tot   -2223.28655 Ha
Gap between HOMO and LUMO   0.1775 Eh
Highest occupied orbital energy   -8.81 eV
Energy above the lowest of the compared OMol25 structures with the same formula, charge and spin   24.3 kJ/mol
Net charge   +1
LUMO level   -4.0 eV

---

Entry 3:
# C3H4N4

One molecule with the formula C3H4N4 in a non-equilibrium geometry (ωB97M-V/def2-TZVPD, OMol25).

```
11
Properties=species:S:1:pos:R:3:forces:R:3
C -1.764698 -0.045881 0.134312 -7.3 1.1 -2.4
C -0.431736 0.066486 -0.178230 3.2 0.9 0.1
N 0.141012 -1.091820 -0.276572 4.6 -1.3 -0.3
N 1.557595 -1.142739 -0.167265 -2.9 -0.1 0.9
C 2.125855 -0.012361 0.230963 -4.9 -1.0 -3.2
N 1.520205 1.123841 -0.138145 -0.7 2.3 0.8
N 0.221961 1.234498 -0.309298 2.1 -0.5 0.0
H -2.532601 0.869778 -0.171619 2.4 -2.0 0.5
H -1.889734 -0.055724 1.222059 -0.3 -1.0 -0.2
H -2.070120 -0.938581 -0.621437 -0.2 1.6 2.8
H 3.122259 -0.007500 0.275236 3.8 0.2 1.0
```
Positions in Å, forces in eV/Å.

E_tot   -335.59319 Ha
Gap between HOMO and LUMO   0.3253 Eh
SMILES string   Cc1nncnn1
Highest occupied orbital energy   -9.68 eV
Energy above the lowest of the compared OMol25 structures with the same formula, charge and spin   472.9 kJ/mol
LUMO level   -0.8 eV